Entry 1:
Computed, not measured: a 2-piece molecular cluster, C9H21N3O2 overall, with wB97M-V/def2-TZVPD.

Structure (ORCA input):
```
! wB97M-V def2-TZVPD RIJCOSX def2/J DEFGRID3
* xyz 2 1
N 0.28626 0.79843 0.11050
C 1.38928 -0.11597 -1.75260
C 2.57978 0.31368 0.46067
C -6.28217 -0.54703 -0.59251
H 1.97141 -0.93546 -2.27936
H -6.77980 0.66291 1.16432
N 3.88190 -0.36444 0.10614
H 4.75684 0.07314 0.40696
H -6.15348 1.67875 -0.09161
H 1.20775 2.68604 0.81868
C 0.53806 2.23112 0.00455
H 1.74536 0.83844 -2.24059
H 3.93060 -1.67373 1.87668
H -6.39256 -0.14377 -1.62090
H 0.95658 -1.07349 0.21100
H 4.05649 -0.47655 -0.86585
H 0.30696 -0.26144 -2.29926
O -5.01863 -1.22218 -0.44277
H -3.07932 -0.80040 0.38545
H 5.15021 -2.18309 0.49655
H -0.88744 -1.60876 0.71053
C -0.99045 0.42754 0.45382
O -4.60045 0.46571 0.77477
N -1.47792 -0.73576 0.60732
H 1.07715 2.47967 -1.01433
C -4.21492 -0.57598 0.24880
H -0.42539 2.80747 -0.09206
H 2.72368 1.34054 -0.05076
H 2.41956 0.34555 1.53013
H -1.76184 1.25224 0.54032
C 1.29649 -0.14851 -0.25887
H 3.33069 -2.49694 0.32953
H -7.13403 -1.16966 -0.05954
C 4.02815 -1.79024 0.69743
C -5.96681 0.67792 0.37172
*
```

For the relative energy (zero: lowest compared OMol25 entry of this formula, charge and spin), the calculation gives 0.00 kJ/mol. The LUMO energy is -5.4 eV. As for the HOMO energy: -15.4 eV. As for the molecular weight: 203.3 g/mol. Its HOMO-LUMO gap is 10.0 eV.

---

Entry 2:
Computed, not measured: a 2-piece molecular cluster, C9H21N4 overall, with wB97M-V/def2-TZVPD.

Structure (ORCA input):
```
! wB97M-V def2-TZVPD RIJCOSX def2/J DEFGRID3
* xyz 1 1
N -2.99446 0.26409 1.18999
H -2.25684 0.26723 -1.45579
N -0.83320 -0.78747 -0.32967
H -2.67172 -1.73689 -0.63053
C -1.92126 -1.69500 0.15417
H 2.27522 4.51503 -0.12173
N 2.37818 -0.89465 1.39937
H 1.13282 -2.68176 -0.01502
H -3.16552 0.66697 2.10057
H 1.62447 -0.48128 1.93248
C 2.58814 3.48597 -0.28773
H -1.51333 -2.68732 0.31595
C 1.70010 2.83721 -1.24005
H -0.48170 -2.19514 -1.84668
H 1.64741 0.18711 -0.20393
H -0.28967 -0.55638 0.50358
C 0.06343 -1.38911 -1.36221
H -3.38335 -1.72609 1.66386
H -1.81540 -1.20345 2.24350
N 1.03178 2.32076 -2.01827
H 3.12530 -0.66951 -0.53232
C -2.05116 1.15417 0.50067
H -1.22294 1.48625 1.14192
C 1.34969 -1.88807 -0.73189
C 2.16019 -0.76408 -0.04456
H 2.57965 2.95831 0.66502
H 1.94603 -2.33164 -1.52452
H 0.28083 -0.63166 -2.11048
C -1.47792 0.50415 -0.73482
C -2.52422 -1.10787 1.41076
H -0.72330 1.11404 -1.21899
H 2.42871 -1.86414 1.68266
H -2.59240 2.03962 0.17633
H 3.60646 3.49059 -0.67164
*
```

For the relative energy (zero: lowest compared OMol25 entry of this formula, charge and spin), the calculation gives 0.00 kJ/mol. The LUMO energy is -2.6 eV. As for the HOMO energy: -12.9 eV. As for the molecular weight: 185.3 g/mol. Its HOMO-LUMO gap is 10.3 eV.

---

Entry 3:
Computed, not measured: a 2-piece molecular cluster, C9H21NP overall, with wB97M-V/def2-TZVPD.

Structure (ORCA input):
```
! wB97M-V def2-TZVPD RIJCOSX def2/J DEFGRID3
* xyz 1 1
H 0.03837 1.09547 -1.96240
H 1.41006 -0.17863 2.44417
P 2.48384 -1.54676 0.33092
H -0.32227 -0.22726 2.69696
H 0.47633 1.33176 2.54501
H 3.15145 1.65655 -0.35660
H 0.89333 -1.12811 -2.89030
H 0.26341 -2.52222 -1.89151
H -4.05857 -1.63598 0.40720
H -1.68917 1.20752 1.06334
H 2.08264 2.61309 0.68920
H -3.99532 0.05074 0.91082
H -3.65874 -0.38282 -0.76508
C 2.35458 1.60148 0.38632
H -1.46749 0.76933 -0.62342
C 1.07890 -0.51832 -0.17990
H -1.97434 -1.18332 1.65609
H -0.82917 -1.10287 -2.24790
H 0.30023 2.62434 -1.08787
N 1.18780 0.94148 -0.20027
C 0.75013 1.67659 -1.38503
H -1.62393 -1.65136 -0.00338
C -2.05917 -0.86762 0.61592
H 1.80053 -2.75119 0.20897
H 2.72779 1.05743 1.24988
C -1.28890 0.44026 0.39702
H 1.61337 1.87931 -2.01878
H 3.06013 -1.62286 -0.93601
C 0.16605 -1.49789 -2.19504
C -3.53307 -0.69573 0.26911
C 0.18918 0.26089 0.69197
C 0.47204 0.30672 2.18056
*
```

For the relative energy (zero: lowest compared OMol25 entry of this formula, charge and spin), the calculation gives 269.66 kJ/mol. The LUMO energy (spin up / spin down) is -3.8 / -3.8 eV. As for the HOMO energy (spin up / spin down): -12.4 / -12.4 eV. As for the molecular weight: 174.2 g/mol. Its HOMO-LUMO gap (spin up / spin down) is 8.5 / 8.5 eV.

---

Entry 4:
Computed, not measured: C9H21NP as an isolated structure, with wB97M-V/def2-TZVPD.

Structure (ORCA input):
```
! wB97M-V def2-TZVPD RIJCOSX def2/J DEFGRID3
* xyz 1 1
H 1.60468 0.80963 -2.31667
C 1.60685 -1.83592 -1.21772
H -1.37314 -1.16296 0.64142
H 2.55070 -2.41874 -1.09805
H -1.58677 1.10656 2.69963
C 1.96232 1.27864 1.61259
N -1.08820 -0.12278 0.96868
C 1.19882 -1.94965 -2.65357
H 1.82299 -1.36986 -3.37865
H 2.87406 0.85761 2.19678
H -0.92345 1.87648 0.39238
H -3.30964 2.13899 0.42516
C 2.41017 0.47590 -1.73532
C -3.24054 0.34055 1.44007
H 1.17999 1.68877 2.41030
C -2.98085 1.15425 0.18520
C 1.79896 -0.43674 -0.74451
C -1.46876 0.96875 0.03928
P 1.14584 -0.04272 0.75187
C -1.91412 0.17770 2.19648
H -1.94252 -0.60145 3.01138
H -4.04963 0.68283 2.11569
H 2.69163 1.37816 -1.16777
H 3.11922 -0.05516 -2.50423
H -3.39513 -0.70985 1.26357
H 1.11947 -2.94916 -2.93019
H 1.30722 -1.27086 1.53725
H 0.85466 -2.28375 -0.60042
H 2.34670 2.07106 0.85440
H -1.07539 0.96350 -1.00492
H 0.29303 -1.43691 -2.62426
H -3.53917 0.67715 -0.76586
*
```

For the relative energy (zero: lowest compared OMol25 entry of this formula, charge and spin), the calculation gives 229.91 kJ/mol. The LUMO energy is -3.4 eV. As for the HOMO energy: -11.6 eV. As for the molecular weight: 174.2 g/mol. Its HOMO-LUMO gap is 8.2 eV.

---

Entry 5:
Computed, not measured: a 3-piece molecular cluster, C9H21O7S3 overall, with wB97M-V/def2-TZVPD.

Structure (ORCA input):
```
! wB97M-V def2-TZVPD RIJCOSX def2/J DEFGRID3
* xyz -1 1
H -6.56394 -1.96347 -0.10647
H -1.52869 0.26553 0.41456
C -4.15605 1.30367 0.02118
H -4.91125 2.06381 -0.18025
S -7.20836 0.07698 -1.16192
C -8.64392 0.16308 -2.25394
H 4.36580 -1.03910 0.56401
O 2.44878 1.33910 -0.71828
C 3.94202 -0.11189 1.05922
H 5.46823 1.20391 2.00987
S -3.01645 1.94441 1.26621
H 3.68208 -0.31007 2.15744
H -8.70804 1.17274 -2.66018
C -7.38848 -1.67344 -0.75839
H -8.53275 -0.55092 -3.07185
H 6.68796 -1.23167 1.07555
O 8.06013 1.30058 0.04901
H -3.60893 1.08650 -0.89663
O 1.24498 0.37791 1.30977
H 9.29375 -0.91822 0.13105
O 5.71019 1.30524 -0.16087
H 6.17614 -1.26566 -0.67058
O -3.77841 2.06794 2.54984
O 1.84711 -1.16855 -0.61140
H 8.63759 -1.65478 -1.43460
H -2.62958 -0.39613 1.66153
C 8.44294 -1.53704 -0.30720
O -5.99133 0.21633 -2.01403
S 2.27857 0.18151 0.22952
H 8.42957 -2.60285 0.11427
C 7.01866 -0.90071 0.02297
H -9.54835 -0.05577 -1.68350
H 4.19418 2.08648 1.04441
C 6.97322 0.68988 -0.01297
C 4.89174 1.17216 1.02821
C -2.00666 0.45432 1.37697
H -7.35694 -2.27122 -1.67102
H -1.23934 0.61132 2.13455
H -8.33448 -1.83149 -0.23757
H -4.64172 0.39957 0.39153
*
```

The LUMO energy is 2.0 eV. As for the HOMO energy: -5.0 eV. As for the molecular weight: 337.5 g/mol. Its HOMO-LUMO gap is 7.0 eV.

---

Entry 6:
Computed, not measured: C9H21PSi in the gas phase, with wB97M-V/def2-TZVPD.

Structure (ORCA input):
```
! wB97M-V def2-TZVPD RIJCOSX def2/J DEFGRID3
* xyz 0 1
H 0.37127 0.11364 1.92664
H -3.87884 -1.19702 -0.53400
H 1.92608 -2.48622 -1.46508
H 2.67864 -0.08366 -1.05956
C 1.41776 -1.05986 0.08807
P -0.20261 -1.04586 1.20534
C 1.84443 0.25288 -0.60742
C 2.50473 -1.57995 1.10011
H 2.87723 -2.46458 0.70194
C 2.07156 1.42077 0.32214
H -1.19744 2.36863 -0.60244
H 2.80622 1.34173 1.04299
Si -1.68602 0.11834 -0.01912
H -2.37468 1.56804 -1.95486
H 2.05669 -1.76682 2.06765
H 0.27294 -2.00299 -1.56149
C 1.08742 -2.21204 -0.89568
C -2.81771 -1.21942 -0.79126
H 1.72644 3.25506 0.91055
H 0.69301 -3.13041 -0.24002
H -3.12458 0.52314 2.25204
H -0.59872 1.45347 -1.91768
H 0.85233 2.92284 -0.56152
H -2.05864 1.88976 1.71260
H 1.14302 0.42763 -1.42172
H -2.36592 -2.17897 -0.39728
H 3.22865 -0.74872 1.32018
H -3.65184 1.55194 0.97151
H -2.93208 -1.20667 -1.93924
C 1.47576 2.57414 0.21396
C -2.67095 1.05954 1.41068
C -1.47414 1.54167 -1.27801
*
```

The structure (SMILES) is C=CCC(C)(C)P[Si](C)(C)C. For the relative energy (zero: lowest compared OMol25 entry of this formula, charge and spin), the calculation gives 293.03 kJ/mol. The LUMO energy is 0.8 eV. As for the HOMO energy: -8.9 eV. As for the molecular weight: 188.3 g/mol. Its HOMO-LUMO gap is 9.8 eV.

---

Number 1: DFT total energy -669.571586 hartree. Number 2: DFT total energy -574.298381 hartree. Number 3: DFT total energy -751.237101 hartree. Number 4: DFT total energy -751.252240 hartree. Number 5: DFT total energy -2076.708648 hartree. Number 6: DFT total energy -986.282116 hartree.